(A)
The following is a DFT calculation (wB97M-V/def2-TZVPD) of a structure of composition C9H36O9.

ORCA input file:
```
! RIJCOSX wB97M-V def2-TZVPD def2/J DEFGRID3
* xyz 0 1
C 2.62443 -2.04456 -0.51285
O 3.25843 -3.02356 -1.21285
H 3.27743 -1.36356 0.19015
H 1.87743 -2.39656 0.20415
H 2.06743 -1.33656 -0.96085
H 4.22743 -3.45556 -0.88785
C 3.42043 -0.30256 1.12215
O 3.30543 0.52244 2.15115
H 3.39743 0.28144 0.25215
H 2.69643 -1.31656 1.02215
H 4.41243 -0.65356 0.85715
H 2.52743 1.20144 2.06915
C 3.39443 2.74044 1.98115
O 3.98943 1.98544 0.89215
H 3.70043 3.69044 1.84115
H 3.82843 2.38144 2.77215
H 2.35943 2.76644 1.79115
H 3.83543 2.56044 0.08915
C -4.32157 0.68744 1.44315
O -4.53557 1.22944 2.64715
H -5.15657 0.99144 0.69215
H -4.48457 -0.32156 1.29715
H -3.41257 1.17344 0.89415
H -4.65057 2.24244 2.69715
C 2.91643 -2.95056 -2.76985
O 1.72243 -3.38356 -2.00785
H 2.92843 -2.84056 -3.83985
H 3.78543 -3.51656 -2.39385
H 2.82143 -1.97256 -2.39185
H 1.63143 -2.62656 -1.43885
C -3.60957 0.06244 -1.88385
O -2.94957 1.26744 -1.79285
H -3.41357 -0.41656 -0.97285
H -3.25757 -0.50756 -2.68685
H -4.69257 0.36544 -1.72685
H -3.60257 1.75244 -2.24185
C -1.57557 4.09644 1.22415
O -0.41857 3.94944 0.47715
H -1.47557 4.99544 1.89015
H -1.96157 3.04844 1.60915
H -2.40057 4.43144 0.60615
H -0.38657 3.14644 0.10615
C -2.42157 -3.52956 -0.15585
O -3.15957 -3.37156 -1.31385
H -2.20757 -4.57956 0.20915
H -3.03957 -2.84856 0.56515
H -1.36957 -3.01456 -0.45785
H -2.67157 -3.05356 -1.89485
C -0.34557 0.31444 0.25015
O -0.40357 1.45544 -0.63085
H 0.58443 0.76844 0.88415
H -0.06457 -0.56056 -0.29885
H -1.27657 -0.01656 0.80315
H -1.32457 1.29544 -1.05685
*
```

Values from the calculation:
gap between HOMO and LUMO	8.0	eV

Mulliken atomic charge list, values in e, 4 entries: atom 1 (C): -1.10, atom 2 (O): -0.09, atom 3 (H): 0.06, atom 4 (H): 0.47

***

(B)
The following is a DFT calculation (wB97M-V/def2-TZVPD) of a cluster of 9 separate species, C9H36O9 in total.

ORCA input file:
```
! RIJCOSX wB97M-V def2-TZVPD def2/J DEFGRID3
* xyz 0 1
C 23.92800 22.90900 10.82300
O 23.01000 23.66100 10.00700
H 23.39800 22.46400 11.56900
H 24.80600 23.60900 11.15500
H 24.28800 22.14800 10.20100
H 22.21200 23.61800 10.36500
C 25.08600 25.18500 13.88600
O 24.32900 24.39100 14.78300
H 25.85700 24.37700 13.58000
H 25.54900 26.19700 14.36200
H 24.54800 25.48100 12.98500
H 23.45800 24.44800 14.40300
C 27.63900 22.86100 11.15800
O 28.22600 22.42000 12.49800
H 27.16800 23.88800 11.36800
H 26.79100 22.10700 10.68800
H 28.36900 22.92100 10.36300
H 28.15300 21.44800 12.36800
C 27.45500 28.22900 15.65700
O 27.37000 28.27600 17.07000
H 28.06900 27.26900 15.40400
H 27.98200 29.14200 15.47300
H 26.45200 28.10100 15.23200
H 26.51500 28.68500 17.42000
C 23.37600 28.03200 14.62000
O 22.27200 28.76800 15.33500
H 22.73700 27.20100 14.10400
H 23.92100 27.76700 15.25200
H 23.64800 28.72600 13.85200
H 21.46400 28.69800 14.75300
C 27.42300 27.36600 11.70100
O 26.07200 27.65900 11.70600
H 27.61200 26.63900 12.44200
H 27.83600 28.21200 12.16900
H 27.79800 27.01400 10.72000
H 25.47300 27.23500 11.10000
C 26.59400 22.79300 16.56900
O 25.30400 23.26400 17.02300
H 27.24600 23.73200 16.48100
H 26.38600 22.35400 15.57000
H 26.72000 22.02700 17.15200
H 25.00800 23.51400 16.28300
C 20.70200 25.20800 13.35200
O 21.56300 24.71800 14.33700
H 19.84800 25.71400 13.89300
H 20.22400 24.40500 12.91000
H 21.25700 25.96700 12.69900
H 21.22900 24.58700 15.23200
C 23.52500 26.41500 17.78700
O 23.06900 27.78600 17.78800
H 23.09300 26.01900 18.54200
H 24.70400 26.22000 17.74600
H 23.13700 25.80400 16.82600
H 23.14000 28.06500 16.80400
*
```

Values from the calculation:
gap between HOMO and LUMO	9.6	eV
structure (SMILES)	CO.CO.CO.CO.CO.CO.CO.CO.CO

Mulliken atomic charge list, values in e, 4 entries: atom 1 (C): -0.34, atom 2 (O): -0.54, atom 3 (H): 0.36, atom 4 (H): -0.10

***

Pick (B): it beats the second-best structure by 14.880 eV.

***

(A)
The following is a DFT calculation (wB97M-V/def2-TZVPD) of a cluster of 9 separate species, C9H36O9 in total.

ORCA input file:
```
! RIJCOSX wB97M-V def2-TZVPD def2/J DEFGRID3
* xyz 0 1
C -5.05019 1.04224 -4.90671
O -5.90674 1.78431 -4.08658
H -4.59661 1.72448 -5.62568
H -4.17065 0.59513 -4.44346
H -5.46029 0.21968 -5.49263
H -5.62360 2.69509 -3.97743
C -6.50271 -3.63341 -1.26474
O -5.27154 -3.90710 -0.58819
H -6.38240 -4.02082 -2.27644
H -7.31908 -4.18614 -0.79986
H -6.66653 -2.55706 -1.21237
H -5.39391 -4.64924 0.00835
C -2.70962 -6.49874 -4.59551
O -2.28401 -5.19389 -4.32226
H -3.73602 -6.62064 -4.94153
H -2.04495 -6.94259 -5.33666
H -2.62908 -7.04676 -3.65673
H -2.65554 -4.98341 -3.46246
C 4.76403 6.25536 2.99120
O 6.16209 6.41947 2.79933
H 4.44334 5.21373 3.00750
H 4.45923 6.57240 3.98854
H 4.25171 6.89800 2.27522
H 6.39807 7.23827 3.24146
C 2.01714 0.44771 6.42786
O 2.52692 -0.31514 5.35431
H 1.19032 -0.09734 6.88326
H 2.85066 0.54235 7.12383
H 1.57227 1.43338 6.29131
H 2.39070 -1.23859 5.57855
C -3.59091 5.81377 1.38417
O -2.33479 5.84447 1.96526
H -4.03539 4.88420 1.73975
H -4.32686 6.55340 1.69946
H -3.54025 5.84876 0.29591
H -1.84022 5.07630 1.67045
C 7.65112 -0.09767 1.95415
O 8.75325 0.21423 1.11708
H 7.59343 -1.18249 2.04323
H 7.75210 0.44683 2.89299
H 6.71259 0.25495 1.52645
H 8.89795 1.15476 0.99029
C -0.29902 0.77827 -0.08022
O 0.45811 1.52135 0.84074
H -0.79214 -0.10211 0.33194
H -1.14744 1.41448 -0.33227
H 0.30080 0.38010 -0.89862
H 0.90709 0.82487 1.32543
C 2.59239 -4.56053 -2.28040
O 2.27625 -4.00665 -3.53552
H 2.19961 -3.95151 -1.46620
H 2.17148 -5.56444 -2.22466
H 3.67581 -4.64920 -2.20012
H 1.34187 -4.08712 -3.74061
*
```

Values from the calculation:
gap between HOMO and LUMO	10.3	eV
structure (SMILES)	CO.CO.CO.CO.CO.CO.CO.CO.CO

Mulliken atomic charge list, values in e, 4 entries: atom 1 (C): -0.53, atom 2 (O): -0.50, atom 3 (H): 0.24, atom 4 (H): 0.25

***

(B)
The following is a DFT calculation (wB97M-V/def2-TZVPD) of a cluster of 9 separate species, C9H36O9 in total.

ORCA input file:
```
! RIJCOSX wB97M-V def2-TZVPD def2/J DEFGRID3
* xyz 0 1
C 3.29097 -4.64327 -3.87561
O 2.87514 -5.37945 -4.97636
H 2.49168 -4.29912 -3.21926
H 4.01519 -5.19288 -3.27434
H 3.77165 -3.72794 -4.22089
H 2.31528 -4.85053 -5.54941
C 0.86812 3.15960 6.38194
O -0.34863 3.48249 5.74820
H 0.75328 2.27831 7.01301
H 1.61705 2.95100 5.61796
H 1.27031 3.99143 6.96021
H -0.13054 3.86930 4.89707
C -3.10315 -5.89632 -2.93260
O -2.92919 -5.15132 -1.72555
H -3.64540 -5.34378 -3.69992
H -2.13672 -6.13557 -3.37630
H -3.66319 -6.80438 -2.70921
H -2.60824 -5.72706 -1.02761
C -0.72959 -1.49997 -7.19097
O -0.45119 -2.64097 -7.92158
H 0.20239 -0.94731 -7.07232
H -1.44540 -0.80696 -7.63308
H -1.05592 -1.74629 -6.18056
H -1.26995 -3.11726 -8.07776
C 2.75645 7.51168 2.53867
O 1.71985 6.73341 2.02697
H 3.65533 7.02116 2.16518
H 2.73964 8.54814 2.20167
H 2.75941 7.62452 3.62281
H 1.82620 6.75776 1.07319
C -6.35455 0.33983 5.15174
O -6.96512 -0.92532 5.35858
H -5.29138 0.31898 5.39117
H -6.44062 0.66259 4.11418
H -6.97543 0.95843 5.79977
H -7.03436 -1.07333 6.30458
C -1.86717 0.39262 0.67498
O -1.15487 -0.30370 -0.32424
H -1.51414 0.26929 1.69883
H -1.66068 1.43630 0.43791
H -2.93846 0.19207 0.68988
H -1.58884 -1.14805 -0.46691
C 2.15622 3.47909 -3.14442
O 2.07994 4.86696 -3.17923
H 3.02538 2.97459 -3.56649
H 2.08211 3.15425 -2.10659
H 1.33987 2.99297 -3.67862
H 1.93144 5.14754 -4.08522
C 3.28684 -2.32744 3.09135
O 4.29767 -2.63080 4.05613
H 2.30075 -2.42190 3.54611
H 3.39027 -1.28912 2.77625
H 3.39434 -2.87835 2.15698
H 5.09008 -2.20603 3.71960
*
```

Values from the calculation:
gap between HOMO and LUMO	10.5	eV
structure (SMILES)	CO.CO.CO.CO.CO.CO.CO.CO.CO

Mulliken atomic charge list, values in e, 4 entries: atom 1 (C): -0.49, atom 2 (O): -0.50, atom 3 (H): 0.22, atom 4 (H): 0.23

***

(C)
The following is a DFT calculation (wB97M-V/def2-TZVPD) of a cluster of 9 separate species, C9H36O9 in total.

ORCA input file:
```
! RIJCOSX wB97M-V def2-TZVPD def2/J DEFGRID3
* xyz 0 1
O -0.51072 0.89865 0.15710
H -0.58414 0.58633 -0.74473
H -1.03958 1.69620 0.17866
O -3.60727 0.35706 1.19440
H -3.63447 0.61485 0.27297
H -3.99800 -0.51661 1.21080
O -2.11375 3.21426 -1.44563
H -1.60684 3.62224 -2.14764
H -2.96231 3.02034 -1.84384
O -1.44692 -1.90819 0.74658
H -0.54244 -2.10769 0.98812
H -1.57757 -1.00383 1.03170
O -2.66905 4.91150 0.86942
H -2.14815 4.34068 0.30457
H -3.39629 4.36169 1.16108
O -0.88702 1.24703 -3.25401
H -0.78024 2.19205 -3.36246
H -1.74101 1.14875 -2.83297
C -1.21335 -5.15481 -3.17329
C -0.98174 -4.02988 -2.11364
C -0.96087 -2.63615 -2.68915
O -2.04678 -3.97714 -1.17126
H -2.23106 -5.01270 -3.53685
H -1.19664 -6.14654 -2.72130
H -0.44993 -5.21390 -3.94904
H -0.10088 -4.33012 -1.54615
H -0.72391 -1.84750 -1.97502
H -1.95616 -2.39601 -3.06310
H -0.20685 -2.53237 -3.46940
H -1.76758 -3.38281 -0.47096
C 1.30698 3.01788 4.58302
C 0.52615 2.03105 3.63471
C -0.65956 2.59894 3.00078
O 1.43639 1.70511 2.59574
H 2.29702 2.66326 4.86963
H 0.65675 3.05633 5.45698
H 1.44499 4.01141 4.15646
H 0.20447 1.09870 4.09876
H -1.13995 1.68054 2.66334
H -0.39073 3.25715 2.17459
H -1.36417 3.02283 3.71628
H 0.93010 1.46971 1.81480
C 4.90407 -0.67755 -0.60939
C 3.47649 -0.58633 -0.07405
C 2.47582 -0.96217 -1.13486
O 3.29441 -1.47185 1.01581
H 5.02377 -0.26828 -1.61252
H 5.29661 -1.69026 -0.70114
H 5.53939 -0.04433 0.00989
H 3.23622 0.40896 0.29982
H 2.44238 -0.18602 -1.89944
H 1.50354 -1.23415 -0.72400
H 2.87923 -1.78731 -1.72180
H 3.76117 -1.12908 1.78148
*
```

Values from the calculation:
gap between HOMO and LUMO	9.0	eV
structure (SMILES)	CC(C)O.CC(C)O.CC(C)O.O.O.O.O.O.O

Mulliken atomic charge list, values in e, 4 entries: atom 1 (O): -0.28, atom 2 (H): 0.19, atom 3 (H): 0.17, atom 4 (O): -0.63

***

Pick (C): it beats the second-best structure by 4.902 eV.

***

(A)
The following is a DFT calculation (wB97M-V/def2-TZVPD) of the molecule C24H19N5O2.

ORCA input file:
```
! RIJCOSX wB97M-V def2-TZVPD def2/J DEFGRID3
* xyz 0 1
O 2.21048 -0.28640 5.10335
N 1.34814 -0.59027 0.45226
O -3.94202 2.81413 0.74326
C 1.33079 -0.05543 4.26577
C 0.80888 -0.14684 1.55792
C 1.54747 -0.40409 2.81254
C 4.48407 -2.02636 1.55537
C 3.60162 -1.82448 0.48610
C 2.64348 -0.98041 2.29849
C -5.63666 3.43045 -2.98581
C -4.23269 3.57234 -2.84387
C -6.48171 3.14708 -1.88325
C 4.49242 -4.29797 -2.22534
C -3.64252 3.30950 -1.58009
C -5.86359 2.80584 -0.70354
C -2.65993 0.72561 0.20339
C -2.00745 2.46132 1.80345
C -1.47903 0.09863 0.48341
C -0.86657 1.75054 2.14984
C 4.45161 -3.76293 -0.96572
C 3.72081 -3.78134 -3.33756
C 2.96233 -2.05302 -1.76977
C -4.42346 2.92346 -0.51380
C -2.86184 1.97539 0.87454
C -0.51515 0.62061 1.44784
C 3.66171 -2.59999 -0.69812
C 2.88200 -2.71374 -3.07073
N 0.24290 0.65905 4.69654
N 3.85218 -1.53487 2.71719
N 2.57926 -1.03364 0.92429
N 2.00952 -2.13635 -4.05003
H 5.35526 -2.63354 1.64806
H -5.96374 3.70976 -3.97996
H -3.66752 3.86489 -3.68477
H -7.56044 3.16050 -1.75886
H 5.02422 -5.27585 -2.24458
H -2.51790 3.24869 -1.57844
H -6.46003 2.62196 0.22011
H -3.26515 0.21913 -0.48214
H -2.18874 3.43848 2.33765
H -1.22249 -0.92690 0.07069
H -0.13730 2.24528 2.83429
H 4.95226 -4.27605 -0.14328
H 4.01899 -4.25159 -4.25608
H 2.42428 -1.11013 -1.65489
H 0.20532 0.90557 5.66173
H -0.57938 0.76291 4.11341
H 4.12494 -1.78356 3.69387
H 1.34890 -1.42911 -3.75405
H 1.89148 -2.55628 -4.99068
*
```

Values from the calculation:
gap between HOMO and LUMO	8.1	eV
structure (SMILES)	NC(=O)c1c(-c2ccc(Oc3ccccc3)cc2)nn2c(-c3cccc(N)c3)c[nH]c12

Mulliken atomic charge list, values in e, 4 entries: atom 1 (O): -0.71, atom 2 (N): -0.98, atom 3 (O): -0.45, atom 4 (C): 0.25

***

(B)
The following is a DFT calculation (wB97M-V/def2-TZVPD) of the molecule C24H19N5O2.

ORCA input file:
```
! RIJCOSX wB97M-V def2-TZVPD def2/J DEFGRID3
* xyz 0 1
O 2.45290 0.53254 4.66611
N -0.72396 0.96341 1.33026
O 4.26373 1.86402 -2.61054
C 2.03935 1.27029 3.76242
C 0.57010 1.06806 1.61622
C 0.83411 0.99218 3.02484
C -2.42251 0.27277 4.38492
C -2.55341 0.41752 2.99499
C -0.38821 0.67960 3.53414
C 6.96250 -0.96329 -4.04918
C 7.27106 0.39876 -4.06851
C 5.77465 -1.41992 -3.44930
C -5.04645 0.01170 0.07845
C 6.34032 1.31253 -3.54002
C 4.87966 -0.48063 -2.93920
C 3.78224 1.02304 -0.41356
C 2.05979 1.96176 -1.73871
C 2.86686 0.76504 0.61186
C 1.13642 1.74995 -0.72071
C -3.84268 0.27172 0.76523
C -6.22972 -0.25144 0.75224
C -4.98469 -0.10114 2.86051
C 5.14097 0.88146 -3.01074
C 3.40922 1.62147 -1.58805
C 1.52785 1.17670 0.51527
C -3.80598 0.20083 2.21677
C -6.19633 -0.25161 2.14978
N 2.79152 2.31762 3.37955
N -1.06194 0.45218 4.70010
N -1.28641 0.67360 2.52748
N -7.37907 -0.51342 2.84236
H -3.15812 0.01476 5.11728
H 7.63478 -1.68325 -4.47642
H 8.18457 0.75196 -4.54464
H 5.55323 -2.48132 -3.44754
H -5.07913 -0.00314 -1.02742
H 6.57053 2.39535 -3.58894
H 3.94140 -0.82079 -2.55102
H 4.77643 0.71371 -0.22545
H 1.73131 2.36708 -2.71328
H 3.28400 0.28972 1.50007
H 0.12356 2.01650 -0.85680
H -2.95409 0.51347 0.17873
H -7.18997 -0.35846 0.22431
H -5.03043 -0.15698 3.93732
H 3.55142 2.59634 3.99606
H 2.45435 2.94186 2.64059
H -0.64446 0.16472 5.57786
H -7.33510 -0.77960 3.83420
H -8.13731 -0.92040 2.29896
*
```

Values from the calculation:
gap between HOMO and LUMO	8.3	eV
structure (SMILES)	NC(=O)c1c(-c2ccc(Oc3ccccc3)cc2)nn2c(-c3cccc(N)c3)c[nH]c12

Mulliken atomic charge list, values in e, 4 entries: atom 1 (O): -0.69, atom 2 (N): -1.41, atom 3 (O): -0.47, atom 4 (C): 0.00

***

Pick (B): it beats the second-best structure by 1.907 eV.